{"formula": "C10H19O6PS2", "method": "ωB97M-V/def2-TZVPD", "orbital_gap_ev": 9.79, "homo_ev": -9.2, "e_lumo_ha": 0.0229, "total_charge": 0, "e_above_lowest_kcal_mol": 0.0, "symbols": ["C", "C", "H", "H", "O", "C", "O", "C", "C", "C", "O", "O", "C", "C", "H", "H", "H", "H", "H", "H", "S", "P", "O", "C", "H", "H", "H", "S", "O", "C", "H", "H", "H", "H", "H", "H", "H", "H"], "xyz": [[-1.7312, 2.2038, 3.0820], [-0.4033, 1.6012, 3.5148], [-0.5477, 0.6388, 4.0100], [0.1330, 2.2869, 4.1783], [0.4184, 1.3193, 2.3793], [1.1660, 2.3131, 1.9034], [1.2474, 3.4039, 2.3984], [1.9325, 1.8910, 0.6602], [1.3065, 0.6998, -0.0491], [1.4228, -0.5572, 0.8023], [2.3581, -0.7766, 1.5216], [0.4129, -1.3860, 0.5830], [0.4117, -2.6265, 1.2947], [-0.2316, -2.4588, 2.6617], [-1.2350, -2.0533, 2.5541], [0.3637, -1.7788, 3.2662], [-0.2855, -3.4217, 3.1613], [1.4449, -2.9743, 1.3917], [-0.1571, -3.3146, 0.6667], [1.8383, 0.4954, -0.9874], [-0.4358, 1.0606, -0.4956], [-0.7302, -0.5497, -1.8104], [-1.7983, -1.4495, -1.0385], [-2.2384, -2.6628, -1.6379], [-1.3913, -3.2168, -2.0513], [-2.7159, -3.2415, -0.8486], [-2.9549, -2.4553, -2.4340], [0.8224, -1.4407, -2.6029], [-1.7124, 0.0726, -2.9324], [-1.1859, 0.8330, -4.0070], [-0.2804, 0.3617, -4.3984], [-1.9551, 0.8565, -4.7771], [-0.9568, 1.8483, -3.6785], [2.0039, 2.7545, -0.0012], [2.9411, 1.6113, 0.9785], [-2.2204, 1.5520, 2.3624], [-1.5639, 3.1724, 2.6177], [-2.3747, 2.3321, 3.9476]], "atomic_forces_ev_per_a": [[0.4, -0.1, -0.1], [-0.3, 0.3, 0.4], [0.1, 0.1, -0.1], [-0.1, -0.2, -0.1], [-0.1, -0.3, 0.0], [0.5, 0.2, -0.3], [-0.1, 0.1, 0.1], [-0.2, 0.0, 0.1], [-0.1, -0.1, 0.0], [0.1, 0.1, -0.2], [0.2, -0.1, 0.1], [0.0, 0.0, 0.3], [0.1, -0.3, 0.3], [0.1, 0.1, -0.3], [-0.1, 0.0, 0.0], [0.0, 0.0, 0.1], [0.0, -0.1, 0.1], [-0.2, 0.0, -0.1], [0.1, 0.1, 0.0], [-0.1, 0.0, 0.2], [0.2, -0.3, -0.6], [-0.2, -0.1, -0.8], [0.4, 0.4, 0.0], [-0.1, -0.4, -0.2], [-0.1, 0.0, 0.1], [0.0, 0.0, -0.1], [0.0, 0.0, 0.0], [-0.6, 0.4, 0.4], [0.1, -0.3, 0.7], [0.2, 0.2, -0.4], [-0.1, 0.1, 0.0], [0.1, 0.0, 0.0], [0.0, 0.0, 0.0], [0.0, 0.0, 0.1], [-0.1, 0.0, 0.0], [-0.1, -0.1, 0.0], [0.0, 0.1, 0.0], [-0.1, 0.0, 0.1]], "nbo_charge": [-0.64, -0.07, 0.19, 0.20, -0.52, 0.81, -0.59, -0.52, -0.43, 0.82, -0.61, -0.52, -0.07, -0.63, 0.21, 0.22, 0.22, 0.21, 0.19, 0.29, -0.02, 1.70, -0.82, -0.26, 0.20, 0.20, 0.19, -0.60, -0.83, -0.26, 0.20, 0.20, 0.19, 0.25, 0.27, 0.22, 0.22, 0.22]}